Formula: C3H11N2O
Source: the Open Molecules 2025 dataset
Level of theory: ωB97M-V with the def2-TZVPD basis set

Last column: natural (NBO) charge in e.
Geometry (Å):
C (1.77544, 0.51584, -1.46661)  -0.631
C (0.24973, 0.71966, -1.29016)  -0.215
N (-1.68225, 0.45997, 1.80121)  -0.770
C (-0.82809, 1.08041, 0.91801)  0.357
N (-0.21542, 0.20775, 0.06611)  -0.526
H (2.43618, 0.55894, -0.61196)  0.236
H (1.99284, -0.34115, -1.91120)  0.224
H (1.97788, 1.34110, -2.06449)  0.239
H (-0.39441, 1.81225, -1.47848)  0.221
H (-0.47295, 0.16718, -1.88770)  0.226
H (-1.77939, -0.52413, 1.95018)  0.404
H (-1.94081, 0.72147, 2.77431)  0.426
H (-1.23225, 2.22021, 0.83775)  0.279
H (-0.02209, -0.81352, 0.29935)  0.463
H (-0.32047, -2.89458, -0.06133)  0.515
H (0.30701, -2.85654, 1.51605)  0.533
O (0.14904, -2.37486, 0.60896)  -0.981

Maximum force, eV/A: 4.565
Net charge: +1
2S+1: 1
ΔE to the lowest compared entry with this formula, charge and spin, kJ/mol: 319.66
E_tot, eV: -8308.47921
HOMO level, Eh: -0.5311

***

Formula: C3H11N2O2
Source: the Open Molecules 2025 dataset
Level of theory: ωB97M-V with the def2-TZVPD basis set

Last column: natural (NBO) charge in e.
Geometry (Å):
C (0.12138, 0.87398, 0.92493)  -0.238
N (0.65897, -0.53019, 0.75198)  -0.714
C (-0.48089, -1.57225, 0.67379)  0.146
O (-1.70092, -1.09103, 0.67662)  -0.911
C (-0.23322, 1.49599, -0.43700)  -0.226
N (-1.29127, 0.88029, -1.24578)  -0.915
H (-0.75236, 0.97757, 1.56424)  0.194
H (0.94510, 1.47971, 1.31640)  0.168
H (1.17420, -0.60113, 1.62732)  0.341
H (-0.11117, -2.21453, -0.17667)  0.066
H (-0.32827, -2.25851, 1.53075)  0.064
H (-0.48204, 2.55189, -0.26653)  0.155
H (0.65694, 1.37160, -1.05619)  0.176
H (-1.60061, 0.02244, -0.76427)  0.419
H (-2.05389, 1.49403, -1.46421)  0.336
H (1.89193, -0.34326, -1.94320)  0.457
H (1.95486, -0.21625, -0.42935)  0.497
O (2.52857, -0.16790, -1.25394)  -1.014

Maximum force, eV/A: 2.450
Net charge: -1
2S+1: 1
ΔE to the lowest compared entry with this formula, charge and spin, kJ/mol: 51.30
E_tot, eV: -10364.28086
HOMO level, Eh: -0.1141

***

Formula: C3H11N2O2
Source: the Open Molecules 2025 dataset
Level of theory: ωB97M-V with the def2-TZVPD basis set

Last column: Löwdin spin population.
Geometry (Å):
N (0.03534, 0.54684, 2.17112)  0.010
C (0.18627, -0.35164, 1.00165)  0.095
C (-1.10610, -0.28792, 0.21525)  0.044
C (1.37138, 0.19799, 0.16828)  0.356
N (1.88195, -0.59239, -0.82373)  0.113
O (1.64018, 1.42722, 0.27553)  0.229
H (0.57883, 0.24475, 2.96615)  0.012
H (-0.94618, 0.37062, 2.41815)  0.013
H (0.16016, 1.51318, 1.80607)  0.002
H (0.30326, -1.36854, 1.47834)  0.051
H (-1.36198, -0.96885, -0.63289)  0.005
H (-1.16584, 0.53308, -0.51820)  0.002
H (-2.05809, -0.41303, 0.79674)  0.027
H (2.41515, -0.23104, -1.59792)  0.016
H (1.51560, -1.51564, -0.97730)  0.011
H (-0.64036, 0.30450, -3.50252)  0.002
H (-1.88447, 0.33648, -2.66810)  0.001
O (-0.92510, 0.25439, -2.57664)  0.014

Maximum force, eV/A: 2.751
<S²>: 0.75
2S+1: 2
ΔE to the lowest compared entry with this formula, charge and spin, kJ/mol: 171.03
E_tot, eV: -10360.48733
HOMO level (spin up / spin down), Eh: -0.0945 / -0.2970

***

Formula: C3H11N2O2PS
Source: the Open Molecules 2025 dataset
Level of theory: ωB97M-V with the def2-TZVPD basis set

Last column: natural (NBO) charge in e.
Geometry (Å):
C (2.68433, -1.39341, -0.79114)  -0.650
C (2.09963, -0.07477, -0.36189)  -0.153
C (2.38910, 1.14391, -0.71684)  -0.386
N (-1.86114, 1.78231, 0.93672)  -0.577
N (-3.26127, -0.65560, -0.37560)  -1.216
O (-1.29934, -1.97988, 0.95646)  -0.977
O (-1.60307, 0.47708, 1.33661)  -0.686
P (-1.59225, -0.58647, 0.07659)  1.438
S (1.60810, 2.46573, 0.03952)  -0.042
H (3.74745, -1.37186, -0.93722)  0.221
H (2.13367, -1.74264, -1.65528)  0.226
H (2.39821, -1.91156, 0.08277)  0.214
H (1.15257, -0.05361, 0.27307)  0.174
H (-0.38346, -1.93775, 1.16637)  0.486
H (3.24682, 1.40209, -1.26585)  0.212
H (-2.83596, 1.87208, 0.58021)  0.379
H (-1.43931, 2.30515, 1.66802)  0.379
H (-3.47682, -0.97714, -1.34713)  0.410
H (-3.97167, -0.93869, 0.31786)  0.394
H (0.26440, 2.17506, 0.01674)  0.155

Maximum force, eV/A: 2.509
2S+1: 1
ΔE to the lowest compared entry with this formula, charge and spin, kJ/mol: 0.00
E_tot, eV: -30486.73742
Structure (SMILES): C/C=C/S.NOP(N)O
HOMO level, Eh: -0.3008

***

Formula: C3H11N2O4
Source: the Open Molecules 2025 dataset
Level of theory: ωB97M-V with the def2-TZVPD basis set

Last column: natural (NBO) charge in e.
Geometry (Å):
C (2.15160, -1.31918, 0.35418)  -0.427
C (-1.70780, 0.65179, -1.28252)  0.955
C (0.06176, 0.11823, 0.50980)  0.236
N (-2.08692, -0.52554, -1.52730)  -0.718
N (1.59034, -0.04021, 0.83869)  -0.568
O (-2.24271, 1.40331, -0.42745)  -0.670
O (-0.71462, 0.96572, -2.15022)  -0.692
O (-0.15982, 1.56827, 0.92393)  -0.749
O (-0.55926, -0.79993, 1.23545)  -0.715
H (2.39361, -1.16094, -0.76735)  0.233
H (3.02168, -1.64118, 0.90255)  0.234
H (1.42805, -2.05417, 0.32356)  0.231
H (-2.68576, -0.98441, -0.90787)  0.420
H (-1.57010, -1.07788, -2.15195)  0.425
H (1.67825, -0.03412, 1.97929)  0.376
H (2.06269, 0.70920, 0.38900)  0.439
H (-1.38678, 1.75785, 0.30915)  0.532
H (-0.50740, 1.92851, -2.39114)  0.531
H (-0.56098, 1.54174, 1.76524)  0.479
H (-0.20582, -1.00706, 2.07495)  0.447

Maximum force, eV/A: 4.042
Net charge: +1
2S+1: 1
ΔE to the lowest compared entry with this formula, charge and spin, kJ/mol: 437.61
E_tot, eV: -14450.00887
HOMO level, Eh: -0.4320

***

Formula: C3H11N2OP
Source: the Open Molecules 2025 dataset
Level of theory: ωB97M-V with the def2-TZVPD basis set

Last column: natural (NBO) charge in e.
Geometry (Å):
C (-1.69606, 0.06227, -0.30850)  -0.425
C (-0.24695, 2.04214, 0.29329)  -0.422
C (0.65665, -1.41596, 1.21649)  -1.005
N (0.52883, -1.17286, -1.64799)  -1.144
N (-0.47005, 0.73672, -0.27222)  -0.795
O (2.99799, 0.34734, 0.17217)  -0.800
P (0.81451, -0.27951, -0.22804)  1.772
H (-2.50372, 0.71676, -0.73494)  0.205
H (-1.62427, -0.74097, -0.98109)  0.230
H (-2.16239, -0.13640, 0.73446)  0.179
H (-0.74757, 2.24739, 1.21356)  0.196
H (0.79837, 2.08885, 0.53769)  0.243
H (-0.34846, 2.83514, -0.50483)  0.201
H (-0.33666, -1.89326, 1.37859)  0.240
H (1.54975, -2.17786, 0.99515)  0.263
H (0.90226, -0.93512, 2.12032)  0.259
H (1.44718, -1.74231, -1.59768)  0.409
H (0.44059, -0.58236, -2.38647)  0.394

Maximum force, eV/A: 6.454
2S+1: 1
ΔE to the lowest compared entry with this formula, charge and spin, kJ/mol: 524.19
E_tot, eV: -17601.30105
HOMO level (spin up / spin down), Eh: -0.3187 / -0.3187

***

> The highest maximum force belongs to which entry?

C3H11N2OP

***

> What is the formula in the sixth record?

C3H11N2OP

***

> Look up the E_tot of the fifth one.

-14450.00887 eV